# 1
{
  "formula": "C2H3N3S",
  "method": "ωB97M-V/def2-TZVPD",
  "symbols": ["H", "N", "C", "C", "N", "N", "S", "H", "H"],
  "coordinates": [[-1.1849, -2.1392, 0.2547], [-1.4196, -1.2097, -0.1549], [-0.4198, -0.4781, 0.0546], [0.7423, -0.8331, 0.8413], [1.6973, -1.0584, 1.4586], [-0.4148, 0.8609, -0.3474], [0.9656, 1.4738, -1.0366], [-1.1904, 0.9514, -0.9658], [1.2244, 2.4323, -0.1046]],
  "forces_ev_per_angstrom": [[-0.7331, 0.7125, -0.3463], [0.3607, -1.6456, 0.3085], [0.1684, 1.0055, 0.4250], [1.7579, -0.4031, 0.8215], [-1.3136, 0.1341, -0.7089], [-0.7441, -1.0239, 0.2309], [1.4391, 1.0594, -0.0867], [-0.8882, 0.4740, -0.3009], [-0.0469, -0.3128, -0.3430]],
  "nbo_charge": [0.36, -0.59, 0.32, 0.19, -0.24, -0.74, 0.20, 0.40, 0.11],
  "total_energy_ha": -640.42222,
  "molar_mass_g_mol": 101.13,
  "lumo_ha": 0.0085,
  "relative_energy_kcal_mol": 23.5,
  "homo_energy_ev": -10.168,
  "homo_lumo_gap_ev": 10.40,
  "max_force_ev_per_a": 1.982
}

---

# 2
{
  "formula": "C2H3N3S",
  "method": "ωB97M-V/def2-TZVPD",
  "symbols": ["C", "C", "N", "S", "N", "N", "H", "H", "H"],
  "coordinates": [[-0.1144, 0.2231, -0.9716], [0.4457, -0.9258, -0.5000], [0.0947, -1.0645, 0.7902], [0.9898, 0.0282, 2.0946], [-0.6602, -0.0032, 1.1893], [-0.8102, 0.7924, 0.0286], [-0.1312, 0.7871, -1.9192], [1.0470, -1.5419, -1.0862], [-0.8613, 1.7047, 0.3743]],
  "forces_ev_per_angstrom": [[0.6591, 0.8508, -0.9318], [-0.8243, 2.4552, -2.0913], [-0.1826, -1.5203, 2.0611], [0.5020, 0.1938, -0.0874], [-0.7137, -0.1083, -0.7062], [-0.3586, -1.6099, 2.2136], [0.3475, -0.9269, 0.4258], [0.7880, -1.2808, -0.2335], [-0.2174, 1.9465, -0.6504]],
  "nbo_charge": [-0.01, -0.13, -0.25, 0.02, -0.11, -0.41, 0.24, 0.23, 0.42],
  "total_energy_ha": -640.31199,
  "molar_mass_g_mol": 101.13,
  "lumo_ha": 0.0085,
  "relative_energy_kcal_mol": 92.7,
  "homo_energy_ev": -7.742,
  "homo_lumo_gap_ev": 7.97,
  "max_force_ev_per_a": 3.329
}

---

# 3
{
  "formula": "C2H3N3S2",
  "method": "ωB97M-V/def2-TZVPD",
  "symbols": ["C", "C", "N", "N", "N", "S", "S", "H", "H", "H"],
  "coordinates": [[-1.9367, -0.2771, -0.9405], [-2.1910, -0.2462, 0.2123], [1.6624, 2.9829, 0.9491], [1.5797, 1.8660, 0.7001], [1.5537, 0.6698, 0.6272], [1.3329, -2.1931, -0.1350], [2.1853, -0.3129, -0.5246], [-1.8207, -0.4525, -2.0166], [-2.3896, -0.2517, 1.2226], [0.0240, -1.7852, -0.0946]],
  "forces_ev_per_angstrom": [[0.2187, -0.5867, -2.9780], [0.0422, 0.0318, 0.3671], [-0.4881, -1.9992, -0.7280], [1.0026, 2.8670, 0.4266], [-1.1952, -0.6817, 1.9413], [-0.3261, 1.0903, 0.4208], [0.4115, -1.1006, -1.7306], [0.0464, 0.4315, 1.1282], [-0.2802, 0.1283, 1.4770], [0.5682, -0.1807, -0.3243]],
  "nbo_charge": [-0.24, -0.23, -0.09, 0.24, -0.52, -0.13, 0.33, 0.25, 0.23, 0.16],
  "total_energy_ha": -1038.47208,
  "molar_mass_g_mol": 133.20,
  "lumo_ha": 0.0047,
  "relative_energy_kcal_mol": 103.9,
  "homo_energy_ev": -8.411,
  "homo_lumo_gap_ev": 8.54,
  "max_force_ev_per_a": 3.067
}

---

# 4
{
  "formula": "C2H3N3S2",
  "method": "ωB97M-V/def2-TZVPD",
  "symbols": ["S", "C", "N", "N", "C", "S", "N", "H", "H", "H"],
  "coordinates": [[1.8401, -1.4049, 1.4878], [0.6527, -0.7716, 0.2630], [0.2069, -1.3460, -0.8164], [-0.5515, -0.3783, -1.4068], [-0.6658, 0.6803, -0.5361], [-1.7255, 2.0473, -0.5993], [0.1352, 0.4427, 0.5373], [1.9291, -2.8410, 1.1151], [-1.0980, -0.6559, -2.2726], [-1.1191, 2.7365, 0.3824]],
  "forces_ev_per_angstrom": [[-0.5294, -2.1228, -1.3233], [0.3977, -0.6296, 1.1409], [0.7490, -0.4022, -0.8766], [-1.4516, 0.2102, -0.0584], [1.6071, -1.3773, 1.2662], [-0.3606, 0.2999, -0.5882], [-1.0937, 0.7699, -1.6164], [-0.3963, 2.7133, 0.3479], [0.9692, 0.8302, 1.7979], [0.1086, -0.2915, -0.0901]],
  "nbo_charge": [-0.01, 0.20, -0.32, -0.38, 0.18, 0.06, -0.52, 0.17, 0.43, 0.17],
  "total_energy_ha": -1038.62572,
  "molar_mass_g_mol": 133.20,
  "lumo_ha": 0.0217,
  "relative_energy_kcal_mol": 7.5,
  "homo_energy_ev": -8.839,
  "homo_lumo_gap_ev": 9.43,
  "max_force_ev_per_a": 2.764
}

---

# 5
{
  "formula": "C2H3N3S3",
  "method": "ωB97M-V/def2-TZVPD",
  "symbols": ["C", "C", "H", "H", "H", "N", "N", "N", "S", "S", "S"],
  "coordinates": [[1.1779, 0.0034, 0.1744], [-2.1706, 0.1424, -0.2120], [2.7523, -0.7211, -0.2038], [0.5835, 1.7763, 1.2366], [0.7656, -1.4781, -1.1879], [2.4700, 0.2164, 0.0654], [0.3044, 1.0496, 0.4752], [0.4823, -1.1683, -0.3084], [-1.2213, 1.6167, -0.2855], [-3.8968, -0.0219, 0.1323], [-1.2472, -1.4152, 0.1137]],
  "forces_ev_per_angstrom": [[0.4570, 1.3033, -2.3626], [-2.0999, -1.5002, 2.1695], [1.1284, -0.2137, 0.1642], [-0.3924, -2.0454, -2.0900], [0.3044, -0.5654, -1.6174], [-3.1613, -1.3300, 0.5095], [-0.7666, 2.4277, 2.3163], [-1.7321, 1.6306, 2.7993], [1.3415, -2.0370, 0.3883], [3.8364, 0.5932, -1.3125], [1.0846, 1.7369, -0.9647]],
  "nbo_charge": [0.54, -0.52, 0.33, 0.44, 0.40, -0.66, -0.81, -0.79, 0.58, -0.03, 0.52],
  "total_energy_ha": -1436.75646,
  "molar_mass_g_mol": 165.27,
  "lumo_ha": -0.0434,
  "relative_energy_kcal_mol": 17.7,
  "homo_energy_ev": -8.892,
  "homo_lumo_gap_ev": 7.71,
  "max_force_ev_per_a": 4.098
}

---

# 6
{
  "formula": "C2H3N4",
  "method": "ωB97M-V/def2-TZVPD",
  "symbols": ["C", "C", "N", "N", "N", "N", "H", "H", "H"],
  "coordinates": [[-0.9872, -0.7572, -0.3961], [-1.0473, 0.5128, 0.1572], [1.3246, -1.2024, 0.2990], [-0.8032, -1.8049, -0.8339], [1.9840, -0.2759, 0.0352], [2.6015, 0.6792, -0.1435], [-0.7404, 1.3115, -0.6177], [-1.9619, 0.8362, 0.5624], [-0.3700, 0.7007, 0.9373]],
  "forces_ev_per_angstrom": [[-0.1733, -2.1112, -0.5336], [0.3736, 3.4317, -1.2638], [0.5847, -1.0056, 0.6202], [-0.5509, -0.1544, -0.5452], [-0.4328, -0.5649, 0.2350], [0.9593, 1.4113, -0.4517], [-0.4526, -0.8422, 0.4951], [-1.5299, 0.0937, 0.2050], [1.2218, -0.2583, 1.2391]],
  "nbo_charge": [0.26, -1.41, -0.07, -0.38, 0.09, -0.11, 0.16, 0.24, 0.23],
  "total_energy_ha": -296.84996,
  "molar_mass_g_mol": 83.07,
  "lumo_ha": [0.1813, 0.0399],
  "relative_energy_kcal_mol": 0.0,
  "charge": -1,
  "homo_energy_ev": [1.091, -6.540],
  "multiplicity": 3,
  "homo_lumo_gap_ev": [3.84, 7.63],
  "max_force_ev_per_a": 3.676
}

---

# 7
{
  "formula": "C2H3N4",
  "method": "ωB97M-V/def2-TZVPD",
  "symbols": ["N", "N", "C", "C", "N", "N", "H", "H", "H"],
  "coordinates": [[1.8413, -0.1653, 0.3378], [1.4568, 0.1041, -0.7599], [0.7333, 0.7474, 0.3520], [-0.6521, 0.1408, 0.4742], [-0.7163, -1.3533, 0.4960], [-0.8254, -0.8815, -0.6307], [0.7389, 1.8628, 0.4857], [-1.6455, 0.8005, 0.8009], [-0.9311, -1.2556, -1.5560]],
  "forces_ev_per_angstrom": [[1.5425, -0.5971, 1.2703], [0.0469, 0.6380, -0.9061], [-2.4587, 1.7469, -0.0170], [-1.4792, 1.3226, -0.4904], [-0.3472, 0.1831, -0.7354], [-0.6378, 0.9134, 2.6202], [0.6536, -1.4111, 0.0304], [2.8384, -2.0993, -0.8723], [-0.1584, -0.6964, -0.8996]],
  "nbo_charge": [0.04, 0.00, -0.17, 0.06, 0.17, -0.15, 0.26, 0.31, 0.47],
  "total_energy_ha": -296.52966,
  "molar_mass_g_mol": 83.07,
  "lumo_ha": -0.2657,
  "relative_energy_kcal_mol": 60.1,
  "charge": 1,
  "homo_energy_ev": -15.626,
  "homo_lumo_gap_ev": 8.40,
  "max_force_ev_per_a": 3.637
}

---

# 8
{
  "formula": "C2H3N4",
  "method": "ωB97M-V/def2-TZVPD",
  "symbols": ["C", "C", "N", "N", "N", "N", "H", "H", "H"],
  "coordinates": [[0.7417, 0.3529, -0.8878], [1.9262, 1.8385, -2.3957], [1.4996, 1.0681, -1.4969], [0.1084, -0.1315, 1.4482], [-0.8392, -0.7087, 1.4904], [-1.7995, -1.4153, 1.4401], [2.6680, 2.6866, -2.5518], [-2.2891, -1.6405, 2.3111], [-2.0162, -2.0501, 0.6424]],
  "forces_ev_per_angstrom": [[0.6139, 0.0657, -0.1936], [1.1476, 1.3729, -1.3930], [-0.7594, -0.0594, 0.3344], [-0.4324, 0.3241, 0.3719], [5.4148, 2.8647, 0.0383], [-5.8104, -4.4018, -0.2332], [-0.9800, -1.4208, 0.9185], [0.2048, 0.2950, -0.1545], [0.6011, 0.9594, 0.3111]],
  "nbo_charge": [0.23, 0.18, -0.57, 0.28, 0.25, -0.53, 0.24, 0.46, 0.47],
  "total_energy_ha": -296.47308,
  "molar_mass_g_mol": 83.07,
  "lumo_ha": [-0.1935, -0.1942],
  "relative_energy_kcal_mol": 95.6,
  "charge": 1,
  "homo_energy_ev": [-12.208, -12.194],
  "homo_lumo_gap_ev": [6.94, 6.91],
  "max_force_ev_per_a": 7.293
}

---

# 9
{
  "formula": "C2H3N4S2",
  "method": "ωB97M-V/def2-TZVPD",
  "symbols": ["C", "C", "N", "N", "N", "N", "S", "S", "H", "H", "H"],
  "coordinates": [[-1.1388, 1.2034, 1.0208], [1.3137, -1.1138, -0.1009], [-2.0355, 0.2216, 0.9192], [-0.3636, 1.4179, -0.0251], [0.6059, -1.5886, 0.7544], [1.0252, -0.3826, -1.2188], [-1.9704, -0.7893, -0.3746], [-0.3680, 0.5717, -1.2907], [-1.1778, 1.7299, 1.9608], [2.3789, -1.2953, 0.0256], [1.7304, 0.0251, -1.6706]],
  "forces_ev_per_angstrom": [[-1.6452, -1.7384, -0.6353], [0.9919, 0.3914, -0.8904], [-0.1662, -1.2547, -1.1417], [0.9062, 2.0890, 1.4281], [-2.3348, -0.7556, 1.0496], [-3.6058, -1.5280, 1.2317], [1.9095, 1.6641, 2.1186], [-0.9089, -1.0943, -0.7386], [0.4851, 0.5853, -0.1572], [0.5600, -0.1604, 0.1833], [3.8080, 1.8016, -2.4481]],
  "nbo_charge": [0.30, 0.10, -0.58, -0.75, -0.09, -0.76, 0.63, 1.16, 0.26, 0.31, 0.42],
  "total_energy_ha": -1092.94618,
  "molar_mass_g_mol": 147.21,
  "lumo_ha": [-0.2914, -0.2913],
  "relative_energy_kcal_mol": 2.4,
  "charge": 1,
  "homo_energy_ev": [-13.819, -13.818],
  "homo_lumo_gap_ev": [5.89, 5.89],
  "max_force_ev_per_a": 4.872
}

---

# 10
{
  "formula": "C2H3N5O",
  "method": "ωB97M-V/def2-TZVPD",
  "symbols": ["O", "C", "N", "N", "C", "N", "N", "N", "H", "H", "H"],
  "coordinates": [[-3.0379, -0.0870, -0.1323], [-1.9223, -0.1310, -0.4169], [-0.9762, 0.5150, 0.4848], [0.3264, 0.2684, 0.3060], [1.2840, 1.0125, -0.1793], [2.3602, 0.2723, -0.2896], [1.8351, -0.9646, 0.0163], [0.6116, -0.9953, 0.1639], [-1.2971, -0.4719, -1.3538], [-1.0715, 0.0315, 1.4649], [1.4026, 2.1769, -0.2451]],
  "forces_ev_per_angstrom": [[-3.2899, -0.7579, -0.0138], [5.0951, 1.0448, -1.2021], [-2.1214, -0.6400, 3.9073], [-2.9488, 1.0628, -2.5318], [2.8996, 4.6659, 0.4130], [-1.6276, -1.0781, 0.5177], [4.9386, -2.9071, -2.3768], [0.7581, -0.6751, 2.1636], [-1.6528, 0.1548, 1.0196], [-1.0354, 1.7366, -2.0466], [-1.0154, -2.6067, 0.1498]],
  "nbo_charge": [-0.49, 0.56, -0.48, -0.08, 0.15, -0.28, -0.07, -0.08, 0.12, 0.39, 0.25],
  "total_energy_ha": -426.89846,
  "molar_mass_g_mol": 113.08,
  "lumo_ha": 0.0234,
  "relative_energy_kcal_mol": 99.9,
  "homo_energy_ev": -10.576,
  "homo_lumo_gap_ev": 11.21,
  "max_force_ev_per_a": 6.204
}